1.
3 unconnected molecules or ions with the total composition C37H84N11O9P2, computed with ωB97M-V/def2-TZVPD.

Calculated values
- total charge = +1
- energy above the lowest of the compared OMol25 structures with the same formula, charge and spin (kJ/mol) = 866.90
- E_HOMO (eV) = -9.40

Last column: Löwdin charge in e.
Geometry (Å):
C: -6.74 -2.18 -1.46  -0.0806
C: -6.85 -1.55 0.04  -0.1922
N: -6.26 -0.16 -0.01  -0.1148
C: -5.12 0.02 0.93  -0.1469
C: -3.70 0.01 0.15  -0.0577
C: -2.58 -0.86 0.92  -0.2849
O: -3.02 -2.18 1.28  -0.0866
C: -3.34 -3.00 0.12  -0.1318
C: -2.51 -4.37 0.05  -0.2992
C: -2.48 -5.19 1.43  -0.0720
C: -2.97 -5.24 -1.22  -0.3560
C: -2.74 -4.52 -2.63  -0.0943
C: -4.49 -5.79 -1.10  -0.0743
C: -1.03 -0.68 0.42  0.0240
C: -0.86 -0.59 -1.16  -0.0224
C: 0.14 -1.67 -1.79  -0.3196
O: 0.59 -2.69 -0.87  -0.0788
C: 1.34 -0.91 -2.58  -0.1996
N: 0.77 -0.46 -3.90  0.0005
N: -0.11 -0.60 1.38  0.0761
C: 1.34 -0.40 1.11  -0.0715
C: 2.28 -1.65 1.47  -0.1107
C: 1.53 -2.93 2.04  -0.2315
O: 1.57 -2.81 3.50  -0.1100
C: -0.87 -0.71 2.68  -0.1736
N: -0.20 -0.39 3.95  -0.0563
C: 0.13 1.06 4.11  -0.0703
C: -0.92 -0.94 5.11  -0.3660
C: -1.96 -0.15 6.02  -0.0043
O: -0.70 -2.15 5.38  0.0552
C: -2.35 -0.20 2.39  -0.1242
O: -2.70 1.19 2.57  -0.0431
N: -1.90 2.01 1.85  -0.0369
O: -2.35 3.11 1.78  0.0850
C: -7.38 0.75 0.29  -0.3847
C: -8.25 1.47 -0.86  -0.0051
O: -7.77 0.98 1.47  0.0373
H: -5.79 -1.84 -1.98  0.0642
H: -6.75 -3.32 -1.33  0.0639
H: -7.65 -1.82 -2.06  0.0803
H: -7.93 -1.47 0.39  0.1312
H: -6.27 -2.20 0.78  0.1113
H: -5.11 -0.69 1.82  0.1342
H: -5.21 1.08 1.37  0.1359
H: -3.92 -0.45 -0.89  0.1082
H: -3.33 1.08 -0.08  0.1281
H: -3.22 -2.48 -0.88  0.1086
H: -4.45 -3.30 0.24  0.1315
H: -1.42 -4.06 -0.16  0.1241
H: -1.97 -6.21 1.32  0.0965
H: -1.84 -4.61 2.19  0.0746
H: -3.51 -5.30 1.92  0.0875
H: -2.31 -6.18 -1.21  0.1385
H: -1.63 -4.30 -2.85  0.0746
H: -3.11 -5.19 -3.48  0.0927
H: -3.32 -3.53 -2.75  0.0744
H: -4.76 -5.89 0.00  0.0737
H: -4.46 -6.84 -1.57  0.0918
H: -5.24 -5.17 -1.69  0.0652
H: -0.43 0.46 -1.37  0.1478
H: -1.84 -0.65 -1.73  0.1229
H: -0.44 -2.22 -2.62  0.1316
H: 1.30 -3.20 -1.31  0.1197
H: 1.70 0.04 -2.06  0.1132
H: 2.26 -1.57 -2.76  0.1025
H: 0.55 -1.32 -4.42  0.0717
H: -0.06 0.13 -3.74  0.0638
H: 1.51 -0.14 0.01  0.1164
H: 1.75 0.51 1.69  0.1365
H: 3.13 -1.31 2.17  0.1360
H: 2.80 -1.97 0.50  0.1126
H: 0.48 -3.11 1.63  0.0986
H: 2.20 -3.84 1.80  0.1344
H: 1.22 -3.63 3.91  0.0962
H: -1.00 -1.85 2.77  0.1721
H: 0.42 1.49 3.08  0.0696
H: -0.74 1.71 4.47  0.0924
H: 1.04 1.19 4.80  0.1197
H: -2.62 0.57 5.45  0.0808
H: -1.35 0.36 6.85  0.1102
H: -2.61 -0.95 6.55  0.1058
H: -3.06 -0.72 3.12  0.1839
H: -8.85 0.66 -1.41  0.0850
H: -8.99 2.23 -0.43  0.0935
H: -7.61 2.00 -1.63  0.0825
O: 4.26 -1.76 -4.15  -0.3359
P: 5.17 -2.61 -5.07  0.7873
N: 6.59 -2.15 -4.21  -0.3090
C: 7.88 -1.72 -4.71  -0.1181
C: 6.73 -2.75 -2.88  -0.1389
N: 4.87 -1.56 -6.43  -0.3355
C: 5.76 -0.48 -6.82  -0.1466
C: 3.51 -1.00 -6.48  -0.1642
N: 6.12 -3.67 -6.11  -0.3067
C: 6.66 -4.88 -5.51  -0.1343
C: 6.65 -3.43 -7.44  -0.1185
H: 8.47 -2.54 -5.14  0.0747
H: 8.48 -1.28 -3.91  0.0885
H: 7.81 -0.92 -5.44  0.0533
H: 6.98 -3.81 -2.94  0.0617
H: 5.80 -2.66 -2.31  0.0637
H: 7.50 -2.26 -2.28  0.0802
H: 5.89 0.26 -6.01  0.0912
H: 5.38 0.05 -7.70  0.0868
H: 6.74 -0.83 -7.13  0.0499
H: 3.38 -0.14 -5.80  0.0735
H: 2.76 -1.75 -6.22  0.0611
H: 3.27 -0.65 -7.49  0.0795
H: 7.65 -4.70 -5.08  0.0765
H: 6.75 -5.70 -6.23  0.0835
H: 6.00 -5.24 -4.72  0.0747
H: 7.56 -2.84 -7.41  0.0804
H: 5.92 -2.96 -8.11  0.0863
H: 6.90 -4.37 -7.95  0.0835
O: 2.07 5.94 5.52  -0.3104
P: 1.60 6.81 4.33  0.7903
N: 0.24 7.40 5.21  -0.3132
C: -1.14 7.54 4.79  -0.1222
C: 0.57 8.36 6.26  -0.1339
N: 1.20 5.38 3.39  -0.3257
C: -0.14 4.83 3.32  -0.1622
C: 2.10 4.24 3.61  -0.1610
N: 1.18 7.81 2.94  -0.3099
C: 1.37 9.25 3.10  -0.1331
C: 0.46 7.48 1.73  -0.1248
H: -1.29 8.37 4.09  0.0733
H: -1.79 7.74 5.66  0.0879
H: -1.55 6.64 4.36  0.0510
H: 0.86 9.33 5.85  0.0620
H: 1.39 8.00 6.88  0.0736
H: -0.27 8.53 6.94  0.0802
H: -0.52 4.54 4.31  0.0932
H: -0.17 3.94 2.68  0.0469
H: -0.85 5.51 2.84  0.0511
H: 1.87 3.69 4.53  0.0692
H: 3.14 4.56 3.66  0.0754
H: 2.03 3.53 2.78  0.0657
H: 0.48 9.74 3.50  0.0759
H: 1.61 9.74 2.15  0.0826
H: 2.21 9.46 3.77  0.0781
H: -0.62 7.46 1.90  0.0781
H: 0.79 6.53 1.30  0.0823
H: 0.65 8.21 0.94  0.0822

---

2.
13 unconnected molecules or ions with the total composition C37H85Br2FO15Si, computed with ωB97M-V/def2-TZVPD.

Calculated values
- E_HOMO (eV) = -8.94

Last column: Löwdin charge in e.
Geometry (Å):
C: -1.68 -0.45 -1.01  -0.0940
C: -0.66 -1.13 -1.88  -0.7434
Br: -1.14 -2.89 -2.40  0.7867
C: 0.49 -0.58 -2.26  -0.6105
Br: 1.75 -1.56 -3.29  0.8730
C: 0.94 0.81 -1.88  -0.3543
C: 1.92 0.80 -0.68  -0.0657
C: 1.53 -0.20 0.43  -0.1610
C: 2.34 -1.51 0.45  -0.1679
C: 1.46 -2.76 0.45  -0.1836
C: 0.43 -2.80 1.59  -0.1811
C: 0.75 -3.81 2.68  -0.2089
C: 1.89 -3.38 3.60  -0.2350
C: 1.71 -2.01 4.28  -0.2291
Si: 0.09 -1.74 5.21  0.6036
C: -0.71 -3.30 5.86  -0.1491
C: 0.48 -0.68 6.72  -0.1638
C: -1.06 -0.72 4.10  -0.2401
C: -2.42 -1.04 3.93  -0.0798
C: -3.23 -0.28 3.08  -0.0741
C: -2.68 0.80 2.39  -0.1052
C: -1.34 1.15 2.57  -0.1053
C: -0.53 0.39 3.41  -0.1183
O: 1.78 1.28 -3.01  -0.0024
C: 1.95 2.60 -2.81  -0.6189
O: 2.84 3.23 -3.23  0.1840
O: 0.94 3.06 -2.05  0.0755
C: -0.04 1.98 -1.96  -0.1614
C: -0.87 2.03 -3.26  -0.0962
C: -2.39 2.18 -3.07  -0.1378
C: -3.22 0.97 -3.51  -0.2118
F: -4.01 1.28 -4.60  -0.0502
H: -1.98 0.51 -1.42  0.0435
H: -2.58 -1.05 -0.99  0.0707
H: -1.35 -0.34 0.02  0.0687
H: 2.01 1.79 -0.26  0.1330
H: 2.89 0.53 -1.09  0.1159
H: 1.69 0.30 1.38  0.1013
H: 0.47 -0.41 0.41  0.0700
H: 2.97 -1.53 1.34  0.1053
H: 2.99 -1.56 -0.42  0.0671
H: 2.09 -3.64 0.50  0.1121
H: 0.93 -2.83 -0.50  0.0427
H: -0.56 -3.03 1.18  0.0917
H: 0.34 -1.81 2.02  0.0785
H: 1.05 -4.74 2.20  0.1145
H: -0.16 -4.05 3.23  0.0670
H: 2.09 -4.17 4.31  0.1002
H: 2.78 -3.31 2.97  0.0886
H: 1.89 -1.19 3.59  0.0569
H: 2.51 -1.94 5.02  0.0550
H: -1.26 -3.86 5.10  0.0086
H: 0.00 -3.94 6.38  0.0159
H: -1.46 -3.00 6.60  0.0412
H: 1.16 -1.22 7.38  0.0162
H: -0.44 -0.47 7.26  0.0247
H: 0.92 0.26 6.39  0.0272
H: -2.83 -1.89 4.45  0.0948
H: -4.27 -0.54 2.95  0.0993
H: -3.28 1.40 1.72  0.0957
H: -0.93 2.00 2.04  0.0966
H: 0.52 0.63 3.55  0.0919
H: -0.60 2.19 -1.05  0.1550
H: -0.66 1.12 -3.81  0.1025
H: -0.52 2.88 -3.83  0.1272
H: -2.62 2.36 -2.02  0.1028
H: -2.77 3.05 -3.60  0.1065
H: -2.57 0.13 -3.76  0.1041
H: -3.89 0.66 -2.71  0.1122
C: 6.29 2.16 -2.48  -0.1478
O: 5.57 0.97 -2.18  -0.1359
H: 7.10 2.26 -1.77  0.0754
H: 6.71 2.11 -3.49  0.0777
H: 5.63 3.03 -2.41  0.0707
H: 4.85 0.90 -2.82  0.0621
C: -2.70 -4.93 1.51  -0.1450
O: -2.46 -4.37 2.80  -0.1431
H: -2.65 -4.11 0.79  0.0627
H: -1.94 -5.67 1.26  0.0828
H: -3.69 -5.39 1.45  0.0769
H: -2.51 -5.10 3.44  0.0776
C: 4.37 -2.62 7.48  -0.1435
O: 3.86 -3.43 6.43  -0.1411
H: 3.61 -1.87 7.72  0.0689
H: 4.57 -3.21 8.38  0.0756
H: 5.29 -2.11 7.18  0.0748
H: 4.52 -4.09 6.22  0.0800
C: -0.75 1.70 -6.72  -0.1427
O: -1.28 0.48 -6.20  -0.1277
H: 0.11 1.97 -6.10  0.0715
H: -0.42 1.57 -7.75  0.0796
H: -1.49 2.49 -6.67  0.0637
H: -2.04 0.24 -6.74  0.0788
C: -3.82 3.81 -8.29  -0.1392
O: -2.49 3.42 -8.62  -0.1475
H: -4.34 2.94 -7.91  0.0770
H: -3.82 4.59 -7.53  0.0531
H: -4.35 4.17 -9.18  0.0756
H: -2.03 4.20 -8.96  0.0471
C: -5.00 5.72 -4.33  -0.1384
O: -4.27 5.90 -5.55  -0.1348
H: -5.94 5.25 -4.58  0.0569
H: -4.44 5.08 -3.65  0.0665
H: -5.20 6.68 -3.85  0.0820
H: -3.44 6.33 -5.33  0.0726
C: -9.28 4.90 -4.60  -0.1538
O: -8.26 5.90 -4.68  -0.1375
H: -9.58 4.83 -3.56  0.0769
H: -10.15 5.18 -5.20  0.0748
H: -8.90 3.93 -4.93  0.0768
H: -8.00 5.97 -5.61  0.0748
C: 1.98 -6.13 7.57  -0.1469
O: 0.62 -5.73 7.44  -0.1356
H: 2.42 -6.11 6.57  0.0734
H: 2.54 -5.45 8.21  0.0709
H: 2.06 -7.15 7.96  0.0757
H: 0.23 -5.75 8.31  0.0803
C: -1.63 2.89 7.30  -0.1605
O: -2.28 1.72 6.80  -0.1310
H: -1.91 2.99 8.35  0.0763
H: -0.55 2.80 7.23  0.0719
H: -1.96 3.78 6.76  0.0746
H: -2.03 1.63 5.88  0.0562
C: 1.20 4.99 -9.25  -0.1422
O: -0.13 5.50 -9.22  -0.1300
H: 1.18 4.08 -9.85  0.0804
H: 1.88 5.70 -9.71  0.0761
H: 1.55 4.74 -8.25  0.0777
H: -0.12 6.31 -8.69  0.0775
C: 6.06 -2.66 3.40  -0.1516
O: 5.47 -3.85 2.91  -0.1259
H: 5.77 -2.55 4.44  0.0599
H: 7.15 -2.70 3.34  0.0759
H: 5.70 -1.78 2.85  0.0764
H: 5.71 -3.94 1.98  0.0734
C: 5.22 -2.39 -1.98  -0.1727
O: 4.68 -3.60 -1.45  -0.1324
H: 6.03 -2.08 -1.32  0.0814
H: 5.61 -2.54 -2.98  0.0823
H: 4.46 -1.61 -1.99  0.0129
H: 3.95 -3.88 -2.02  0.0625

---

3.
A molecular structure, C37H88BaF3N6O11S, computed with ωB97M-V/def2-TZVPD.

Calculated values
- total charge = +1
- E_HOMO (eV) = -8.85

Last column: Löwdin charge in e.
Geometry (Å):
Ba: -2.73 0.31 8.12  1.8439
C: -0.66 0.19 -0.33  -0.6445
F: -1.65 1.04 -0.14  0.1134
F: -1.23 -1.01 -0.61  0.1021
F: 0.08 0.54 -1.39  0.1338
S: 0.34 0.22 1.29  0.4998
O: -0.63 0.13 2.44  -0.4087
O: 1.27 -0.95 1.34  -0.3619
O: 1.06 1.45 1.25  -0.3145
C: -0.16 -7.56 1.76  -0.0946
C: 1.19 -7.83 2.25  -0.4831
C: 1.97 -8.02 0.94  -0.2488
O: 1.76 -9.32 0.47  -0.1493
C: 2.43 -9.48 -0.74  -0.1320
N: 1.69 -6.76 3.02  0.0433
H: -0.36 -6.68 1.15  0.0878
H: -0.80 -7.38 2.62  0.0774
H: -0.57 -8.37 1.15  0.0899
H: 1.25 -8.76 2.82  0.1506
H: 3.05 -7.90 1.07  0.1166
H: 1.74 -7.15 0.32  0.1268
H: 2.25 -8.84 -1.60  0.0910
H: 2.17 -10.47 -1.13  0.0862
H: 3.51 -9.55 -0.61  0.0860
H: 1.73 -5.92 2.45  0.0796
H: 2.65 -6.99 3.25  0.0729
C: -10.19 -1.19 8.20  -0.0676
C: -8.72 -1.36 7.77  -0.4085
C: -8.55 -0.74 6.38  -0.2557
O: -7.28 -1.08 5.97  -0.2122
C: -7.09 -1.71 4.64  -0.0496
N: -7.97 -0.55 8.72  0.0135
H: -10.45 -0.13 8.20  0.0806
H: -10.51 -1.49 9.20  0.0802
H: -10.85 -1.65 7.46  0.0788
H: -8.39 -2.38 7.63  0.1453
H: -8.52 0.35 6.39  0.1278
H: -9.40 -1.00 5.76  0.1322
H: -6.07 -1.99 4.38  0.0768
H: -7.25 -1.02 3.81  0.0809
H: -7.77 -2.54 4.44  0.0893
H: -8.35 0.38 8.66  0.0609
H: -8.27 -0.73 9.66  0.0634
C: 8.29 1.23 -0.59  -0.0855
C: 7.47 1.49 -1.79  -0.4468
C: 6.83 0.10 -2.24  -0.1704
O: 7.84 -0.87 -2.37  -0.2190
C: 7.47 -2.20 -2.08  -0.1178
N: 6.48 2.46 -1.51  0.0300
H: 7.66 1.31 0.29  0.0797
H: 9.03 2.02 -0.43  0.0818
H: 8.85 0.29 -0.59  0.0801
H: 8.19 1.86 -2.52  0.1326
H: 6.33 0.02 -3.21  0.1236
H: 6.10 -0.22 -1.49  0.1184
H: 6.60 -2.70 -2.52  0.0915
H: 7.54 -2.36 -1.01  0.0804
H: 8.40 -2.74 -2.28  0.0853
H: 5.59 2.05 -1.28  0.0727
H: 6.65 2.89 -0.62  0.0638
C: 6.86 4.37 7.62  -0.0493
C: 6.21 5.10 6.38  -0.4274
C: 7.21 5.74 5.39  -0.2066
O: 6.68 6.24 4.18  -0.1853
C: 5.86 7.36 4.25  -0.1245
N: 5.41 4.13 5.68  0.0203
H: 7.58 3.58 7.37  0.0751
H: 6.06 4.08 8.30  0.0681
H: 7.48 5.05 8.20  0.0650
H: 5.48 5.87 6.62  0.1221
H: 7.96 4.98 5.17  0.1269
H: 7.75 6.54 5.90  0.1182
H: 6.28 8.08 4.95  0.0948
H: 4.88 7.06 4.62  0.0739
H: 5.51 7.73 3.29  0.0942
H: 5.10 4.55 4.82  0.0620
H: 5.93 3.31 5.40  0.0729
C: 8.03 -3.11 5.53  -0.2324
C: 9.16 -2.64 6.47  -0.2772
O: 9.98 -3.64 7.00  -0.0588
O: 7.29 -2.00 4.98  -0.0647
H: 7.35 -3.85 5.96  0.1177
H: 8.61 -3.67 4.80  0.1068
H: 8.68 -2.31 7.39  0.1195
H: 9.84 -1.91 6.04  0.1264
H: 10.39 -4.04 6.23  0.0827
H: 6.67 -2.38 4.36  0.0800
C: -4.43 8.92 -0.60  -0.0304
C: -3.37 9.76 -1.34  -0.4914
C: -1.95 9.45 -0.79  -0.1278
C: -1.34 8.11 -1.32  -0.1759
C: -1.32 8.16 -2.83  -0.1623
C: -2.68 8.40 -3.51  -0.4912
N: -3.33 9.54 -2.82  -0.1112
O: -4.58 9.77 -3.34  -0.0111
C: -2.36 8.84 -4.94  -0.0431
C: -3.50 7.09 -3.55  -0.0246
C: -3.64 11.24 -1.06  -0.0395
H: -4.32 8.86 0.48  0.0894
H: -4.44 7.88 -0.95  0.0661
H: -5.43 9.30 -0.81  0.0732
H: -1.22 10.24 -0.99  0.1190
H: -2.04 9.33 0.29  0.1060
H: -1.97 7.27 -1.04  0.1055
H: -0.33 8.01 -0.92  0.1123
H: -0.93 7.17 -3.05  0.1168
H: -0.49 8.80 -3.12  0.1200
H: -1.87 8.11 -5.58  0.0878
H: -3.28 9.09 -5.46  0.0775
H: -1.79 9.77 -4.92  0.0862
H: -4.40 7.16 -4.16  0.0794
H: -2.88 6.34 -4.03  0.0855
H: -3.85 6.76 -2.57  0.0613
H: -3.24 11.93 -1.80  0.0909
H: -3.29 11.65 -0.11  0.0863
H: -4.72 11.31 -1.17  0.0715
H: -5.21 9.39 -2.72  0.0740
C: -4.31 -3.50 -6.90  -0.0579
C: -3.77 -4.84 -7.31  -0.4786
C: -2.24 -4.68 -7.27  -0.1409
C: -1.59 -6.05 -7.28  -0.1971
C: -2.18 -7.05 -6.34  -0.1633
C: -3.71 -7.27 -6.44  -0.4597
N: -4.32 -5.96 -6.45  -0.1151
O: -5.71 -6.01 -6.39  -0.0018
C: -4.01 -8.24 -7.65  -0.0267
C: -4.13 -7.96 -5.04  -0.0223
C: -4.19 -5.03 -8.81  -0.0185
H: -5.39 -3.48 -7.01  0.0785
H: -4.15 -3.22 -5.86  0.0922
H: -3.88 -2.71 -7.52  0.0917
H: -1.82 -4.11 -8.09  0.1256
H: -1.89 -4.29 -6.31  0.1216
H: -1.81 -6.40 -8.29  0.1019
H: -0.51 -6.04 -7.15  0.1182
H: -1.96 -6.86 -5.28  0.1131
H: -1.71 -8.03 -6.33  0.1177
H: -3.63 -9.25 -7.53  0.0793
H: -3.49 -7.91 -8.55  0.0563
H: -5.07 -8.35 -7.85  0.0764
H: -3.28 -8.57 -4.74  0.0656
H: -5.12 -8.42 -5.04  0.0714
H: -4.15 -7.28 -4.19  0.0737
H: -3.91 -6.01 -9.20  0.0649
H: -5.28 -4.96 -8.80  0.0697
H: -3.86 -4.20 -9.44  0.0885
H: -6.01 -5.93 -7.30  0.0753